Density functional theory data (ωB97M-V/def2-TZVPD) for C12H33ClCoI2P3 as an isolated structure at a distorted geometry.

```
52
Properties=species:S:1:pos:R:3:forces:R:3
I -0.709706 -1.665516 0.280097 -0.22 -0.69 0.98
I -0.211517 1.401974 -0.296575 0.73 -0.43 0.39
Co -0.180584 -1.686995 -2.473367 0.03 -0.28 -0.07
P 2.000319 -1.617691 -2.183006 0.70 0.30 0.13
C 2.639153 -1.022621 -0.599979 0.41 -0.06 0.05
C 2.411921 -3.384648 -2.228326 0.36 0.02 0.02
H 3.505621 -3.461823 -2.183615 -0.20 -0.27 0.05
H 4.053095 -1.040391 -3.244775 -0.23 0.24 -0.19
H 2.044189 -3.852245 -3.148496 0.10 0.19 0.18
H 2.700731 -1.033520 -4.436109 0.05 0.02 0.30
H 2.172019 -1.593823 0.214252 0.46 0.13 -0.22
H 1.957367 -3.884675 -1.363354 0.19 0.06 -0.17
C 3.002275 -0.761996 -3.418097 0.25 -0.09 0.02
H 3.728778 -1.171059 -0.643518 -0.27 0.23 0.47
H 2.865005 0.317699 -3.276440 0.14 -0.22 -0.09
H 2.373960 0.040855 -0.478533 0.39 -0.42 -0.10
P -2.260147 -1.035608 -2.758950 -1.76 0.84 -0.24
C -3.358525 -0.217703 -1.546154 -0.01 -0.06 0.06
C -2.563871 -0.051065 -4.247590 -0.22 0.09 -0.28
H -2.531492 -3.298081 -3.671203 -0.20 0.32 0.18
H -4.094414 -2.478235 -3.331749 0.19 -0.18 0.13
H -3.115715 -3.166389 -1.988566 -0.07 0.19 -0.30
C -3.074405 -2.654102 -2.963302 -0.08 -0.22 -0.14
H -1.990996 -0.413091 -5.109373 -0.20 0.01 0.31
H -3.641009 -0.088016 -4.464543 0.29 0.13 -0.07
H -4.361215 -0.114926 -1.971310 0.11 -0.01 0.06
H -2.977929 0.772694 -1.293374 -0.11 0.04 -0.11
H -2.266895 0.990465 -4.054008 -0.14 -0.27 -0.03
H -3.416787 -0.795200 -0.621736 -0.10 0.00 -0.14
Cl 0.034102 -2.158020 -4.548851 0.10 -0.53 -0.84
C -2.423791 1.173641 2.702456 -0.30 -0.04 0.03
C -1.267590 2.173137 2.555217 -0.03 0.10 0.42
P 0.373062 1.497977 2.133270 -0.85 1.91 0.78
C 1.560163 2.890226 2.154893 0.27 0.04 -0.73
C 2.268107 3.189916 3.476949 -0.01 -0.05 0.46
C 0.869203 0.350327 3.491312 0.94 -1.38 -0.98
C 0.462160 0.808315 4.904182 -0.59 0.53 0.17
H -2.860122 0.892392 1.729386 0.34 0.04 0.31
H -3.248878 1.621045 3.289775 0.53 -0.15 -0.27
H -2.095075 0.270687 3.224014 -0.18 0.01 -0.05
H -1.506438 2.913176 1.784255 0.15 0.10 0.34
H -1.068396 2.680541 3.509621 -0.25 0.14 -0.21
H 2.322118 2.644605 1.393712 -0.30 0.21 0.13
H 0.996982 3.764581 1.795488 0.11 -0.24 -0.05
H 3.046922 2.445265 3.674271 -0.14 0.16 0.03
H 2.757455 4.177013 3.432437 -0.25 -0.42 -0.13
H 1.579083 3.199497 4.330233 0.21 0.21 -0.28
H 0.457856 -0.639154 3.217497 0.26 0.33 0.33
H 1.986351 0.296572 3.429708 -0.88 -0.19 -0.13
H -0.528215 1.287718 4.907988 0.34 -0.22 0.16
H 0.396311 -0.035914 5.609274 0.16 0.10 -0.56
H 1.189405 1.522191 5.304613 -0.26 -0.28 -0.09
```
Positions in Å, forces in eV/Å.

LUMO level (spin up / spin down) ... -8.323 / -9.344 eV
Highest occupied orbital energy (spin up / spin down) ... -13.668 / -15.064 eV
Charge ... +2
Orbital gap (spin up / spin down) ... 5.345 / 5.720 eV
Spin multiplicity ... 5
Energy above the lowest of the compared OMol25 structures with the same formula, charge and spin ... 0.0 kJ/mol